This record from the Open Molecules 2025 dataset describes a cluster of 10 separate species, C40H110N10O10 in total. The level of theory is ωB97M-V with the def2-TZVPD basis set.

Element x y z (Å)
C: 5.444 0.065 -0.317
C: 4.451 0.208 -1.474
C: 3.233 1.021 -1.133
O: 3.661 2.224 -0.498
C: 2.602 2.815 0.210
N: 5.147 0.819 -2.623
H: 6.016 0.916 0.065
H: 6.193 -0.702 -0.502
H: 4.882 -0.170 0.600
H: 4.222 -0.809 -1.805
H: 2.597 0.467 -0.429
H: 2.597 1.213 -2.001
H: 2.939 3.754 0.645
H: 2.247 2.206 1.058
H: 1.689 2.912 -0.391
H: 5.347 1.779 -2.362
H: 5.989 0.392 -2.970
C: 0.278 2.481 -3.772
C: 1.207 3.191 -4.736
C: 2.127 2.176 -5.399
O: 3.194 2.800 -6.037
C: 4.078 1.927 -6.705
N: 0.450 3.836 -5.809
H: -0.312 1.699 -4.261
H: -0.477 3.166 -3.378
H: 0.782 2.005 -2.929
H: 1.813 3.884 -4.136
H: 1.552 1.455 -6.002
H: 2.522 1.488 -4.630
H: 3.492 1.162 -7.230
H: 4.704 1.423 -5.963
H: 4.656 2.439 -7.469
H: 0.046 4.720 -5.529
H: 1.133 3.981 -6.547
C: 4.328 3.260 5.196
C: 3.844 2.147 6.116
C: 4.012 0.776 5.445
O: 3.241 -0.239 6.088
C: 1.844 -0.007 6.233
N: 4.559 2.152 7.411
H: 4.051 4.255 5.554
H: 3.854 3.200 4.212
H: 5.407 3.311 5.033
H: 2.797 2.365 6.324
H: 5.028 0.392 5.451
H: 3.614 0.875 4.423
H: 1.433 0.204 5.242
H: 1.556 0.813 6.902
H: 1.518 -0.900 6.760
H: 5.568 2.133 7.277
H: 4.388 1.209 7.767
C: -7.352 -5.493 0.735
C: -7.036 -5.206 -0.737
C: -5.652 -5.745 -1.069
O: -4.578 -5.448 -0.225
C: -3.950 -4.197 -0.463
N: -8.071 -5.654 -1.662
H: -6.655 -4.906 1.334
H: -7.443 -6.528 1.052
H: -8.307 -4.999 0.958
H: -7.008 -4.118 -0.910
H: -5.418 -5.715 -2.143
H: -5.767 -6.830 -0.922
H: -3.604 -4.038 -1.487
H: -3.184 -3.988 0.279
H: -4.759 -3.488 -0.243
H: -8.946 -5.206 -1.420
H: -7.851 -5.320 -2.595
C: 3.768 6.075 2.733
C: 2.405 6.742 3.043
C: 1.414 5.671 3.470
O: 1.452 4.557 2.627
C: 0.426 3.636 2.937
N: 2.745 7.659 4.156
H: 3.657 5.595 1.754
H: 3.958 5.318 3.484
H: 4.599 6.767 2.613
H: 1.921 7.358 2.276
H: 0.445 6.177 3.609
H: 1.630 5.345 4.501
H: 0.620 2.720 2.380
H: -0.551 4.056 2.678
H: 0.490 3.508 4.030
H: 1.898 8.113 4.495
H: 3.364 8.360 3.774
C: 2.688 -3.479 0.738
C: 3.850 -4.429 0.923
C: 5.155 -3.652 0.816
O: 5.371 -3.066 -0.440
C: 5.623 -3.901 -1.551
N: 3.856 -5.082 2.255
H: 2.729 -2.699 1.503
H: 1.711 -3.943 0.898
H: 2.789 -3.080 -0.269
H: 3.780 -5.266 0.214
H: 6.025 -4.258 1.106
H: 5.087 -2.827 1.528
H: 6.347 -4.676 -1.286
H: 6.080 -3.228 -2.280
H: 4.726 -4.289 -2.040
H: 4.513 -5.854 2.189
H: 2.953 -5.537 2.369
C: -1.758 1.087 -0.810
C: -1.248 -0.340 -0.604
C: -0.763 -0.613 0.783
O: 0.400 0.251 0.915
C: 1.076 0.065 2.124
N: -2.286 -1.307 -0.946
H: -1.818 1.456 -1.836
H: -1.214 1.864 -0.274
H: -2.799 1.110 -0.467
H: -0.413 -0.523 -1.297
H: -0.400 -1.614 1.022
H: -1.491 -0.246 1.516
H: 1.353 -0.962 2.375
H: 0.394 0.426 2.912
H: 1.877 0.765 2.381
H: -1.908 -2.226 -1.147
H: -2.800 -1.058 -1.784
C: -5.574 -2.923 -4.645
C: -5.250 -1.856 -3.609
C: -5.199 -0.458 -4.279
O: -4.388 0.458 -3.551
C: -5.110 1.367 -2.734
N: -5.977 -1.904 -2.356
H: -5.612 -3.934 -4.242
H: -4.754 -2.951 -5.365
H: -6.483 -2.605 -5.167
H: -4.212 -2.131 -3.375
H: -6.190 -0.037 -4.481
H: -4.709 -0.581 -5.254
H: -5.550 0.936 -1.833
H: -5.878 1.940 -3.262
H: -4.343 2.084 -2.426
H: -6.954 -1.658 -2.491
H: -5.568 -1.202 -1.754
C: -1.420 -1.479 -4.629
C: -0.571 -2.726 -4.762
C: -0.913 -3.769 -3.726
O: -0.678 -3.268 -2.406
C: 0.680 -3.139 -2.026
N: -0.901 -3.283 -6.115
H: -2.479 -1.633 -4.824
H: -1.044 -0.622 -5.190
H: -1.325 -1.123 -3.596
H: 0.489 -2.473 -4.853
H: -0.417 -4.743 -3.768
H: -1.998 -3.889 -3.759
H: 1.022 -2.194 -2.471
H: 1.288 -3.960 -2.417
H: 0.835 -2.984 -0.966
H: -0.434 -4.152 -6.343
H: -0.647 -2.600 -6.816
C: -3.081 0.871 6.132
C: -2.581 1.385 4.786
C: -2.976 2.889 4.676
O: -2.778 3.373 3.352
C: -3.885 3.123 2.498
N: -1.147 1.148 4.720
H: -4.157 0.875 6.306
H: -2.570 1.390 6.947
H: -2.810 -0.188 6.150
H: -3.139 0.821 4.033
H: -2.155 3.421 5.176
H: -3.935 3.164 5.119
H: -4.049 2.068 2.272
H: -3.709 3.674 1.574
H: -4.774 3.586 2.940
H: -0.905 1.582 3.828
H: -0.772 1.776 5.431

Computed properties:
LUMO level = 0.019 hartree
SMILES = COC[C@H](C)N.COC[C@H](C)N.COC[C@H](C)N.COC[C@H](C)N.COC[C@H](C)N.COC[C@H](C)N.COC[C@H](C)N.COC[C@H](C)N.COC[C@H](C)N.COC[C@H](C)N
frontier orbital gap = 9.145 eV
HOMO energy = -8.640 eV
ΔE to the lowest compared entry with this formula, charge and spin = 77.3 kcal/mol